The following is a quantum chemistry calculation of 4 unconnected molecules or ions with the total composition C16H24O8, from the Open Molecules 2025 dataset.

```
48
Properties=species:S:1:pos:R:3:nbo_charge:R:1
O -3.240 -1.823 -1.670 -0.5724
C -4.199 -2.370 -2.109 0.7973
C -4.323 -2.949 -3.525 -0.5354
C -5.579 -3.772 -3.441 -0.4394
C -6.313 -3.147 -2.286 -0.0701
O -5.260 -2.738 -1.382 -0.4875
H -4.313 -2.146 -4.261 0.2466
H -3.414 -3.530 -3.675 0.2451
H -6.178 -3.705 -4.352 0.2214
H -5.401 -4.826 -3.232 0.2160
H -6.901 -2.260 -2.536 0.1798
H -6.966 -3.832 -1.749 0.1995
O -1.436 0.940 -4.165 -0.5751
C -0.776 1.204 -3.202 0.7957
C -0.505 0.382 -1.928 -0.5379
C 0.304 1.334 -1.066 -0.4441
C 0.934 2.223 -2.106 -0.0730
O -0.103 2.342 -3.104 -0.4963
H -1.470 0.111 -1.500 0.2625
H 0.021 -0.538 -2.183 0.2403
H -0.331 1.881 -0.364 0.2051
H 1.052 0.868 -0.424 0.2354
H 1.224 3.246 -1.865 0.1969
H 1.829 1.815 -2.584 0.1865
O 3.570 0.328 -0.453 -0.5684
C 4.057 0.788 0.538 0.7949
C 5.231 0.260 1.323 -0.5247
C 5.679 1.430 2.199 -0.4409
C 4.439 2.331 2.211 -0.0727
O 3.546 1.834 1.191 -0.4958
H 4.754 -0.452 2.011 0.2361
H 6.015 -0.230 0.759 0.2489
H 6.053 1.281 3.213 0.2262
H 6.582 1.848 1.739 0.2159
H 3.962 2.345 3.189 0.1868
H 4.631 3.364 1.926 0.1986
O -1.666 -1.044 4.055 -0.5513
C -0.688 -0.455 3.744 0.7964
C -0.443 0.264 2.402 -0.5302
C 0.536 1.333 2.823 -0.4520
C 1.294 0.667 3.980 -0.0673
O 0.340 -0.191 4.581 -0.4950
H 0.017 -0.510 1.778 0.2317
H -1.402 0.536 1.976 0.2502
H 1.075 1.811 2.001 0.2398
H 0.031 2.242 3.176 0.2110
H 2.158 0.104 3.616 0.1705
H 1.572 1.405 4.731 0.1946
```

HOMO energy in Eh: -0.3549
Molecular weight in g mol⁻¹: 344.4
Kohn-Sham gap in eV: 10.02
Structure (SMILES): O=C1CCCO1.O=C1CCCO1.O=C1CCCO1.O=C1CCCO1

---

The following is a quantum chemistry calculation of a molecular structure, C27H72CuF2NO31S11, from the Open Molecules 2025 dataset.

```
145
Properties=species:S:1:pos:R:3:lowdin_spin:R:1
Cu 2.387 1.798 2.559 0.0000
N 1.244 1.173 0.949 0.0000
S 1.267 1.192 -0.616 0.0000
O 1.041 2.481 -1.335 0.0000
O 0.984 -0.038 -1.372 0.0000
F 2.879 1.094 -0.687 0.0000
S -0.436 0.781 0.896 0.0000
O -0.746 -0.657 0.708 0.0000
O -1.314 1.787 0.312 0.0000
F -0.528 1.076 2.460 0.0000
O 6.552 0.303 1.162 0.0000
S 5.347 -0.285 1.818 0.0000
O 4.119 0.480 2.093 0.0000
O 4.891 -1.686 1.020 0.0000
C 3.565 -2.118 1.195 0.0000
C 3.169 -3.247 0.156 0.0000
C 5.837 -1.158 3.425 0.0000
H 2.821 -1.326 1.122 0.0000
H 3.393 -2.463 2.215 0.0000
H 3.980 -3.909 -0.146 0.0000
H 2.803 -2.708 -0.718 0.0000
H 2.398 -3.963 0.439 0.0000
H 6.625 -1.893 3.255 0.0000
H 4.955 -1.690 3.781 0.0000
H 6.120 -0.363 4.114 0.0000
O -0.938 -1.232 -4.220 0.0000
S -1.414 -1.594 -2.897 0.0000
O -1.915 -0.579 -1.999 0.0001
O -2.592 -2.796 -3.123 0.0000
C -3.114 -3.426 -2.006 0.0000
C -4.654 -3.125 -1.917 0.0000
C -0.066 -2.577 -2.118 0.0000
H -2.645 -3.060 -1.093 0.0000
H -3.043 -4.503 -2.164 0.0000
H -4.977 -3.725 -1.066 0.0000
H -5.209 -3.535 -2.760 0.0000
H -4.939 -2.073 -1.928 0.0000
H -0.112 -2.623 -1.030 0.0000
H 0.917 -2.173 -2.359 0.0000
H -0.148 -3.582 -2.532 0.0000
O 3.026 5.675 -4.946 0.0001
S 1.653 5.507 -4.358 0.0000
O 0.664 6.572 -4.550 0.0002
O 0.995 4.039 -4.841 0.0021
C -0.271 3.750 -4.408 0.0008
C -0.565 2.284 -4.592 0.0019
C 1.934 5.119 -2.544 0.0000
H -1.108 4.347 -4.769 0.0002
H -0.276 3.925 -3.332 0.0004
H -1.485 2.009 -4.076 0.0011
H 0.220 1.681 -4.135 0.0001
H -0.716 2.116 -5.659 0.0000
H 2.614 5.930 -2.284 0.0000
H 2.416 4.164 -2.335 0.0000
H 1.013 5.141 -1.961 0.0000
O -4.261 3.237 -4.329 0.4592
S -4.968 2.687 -3.169 -0.0191
O -6.170 3.474 -2.761 0.5164
O -5.414 1.167 -3.522 0.0117
C -4.566 0.300 -4.287 0.0080
C -5.392 -0.412 -5.360 0.0029
C -3.833 2.436 -1.742 0.0020
H -3.928 -0.295 -3.634 0.0001
H -3.919 0.828 -4.987 0.0013
H -4.889 -0.950 -6.164 0.0000
H -6.029 0.304 -5.879 0.0001
H -5.959 -1.214 -4.888 0.0010
H -3.065 1.680 -1.902 0.0010
H -4.570 2.227 -0.966 0.0037
H -3.428 3.443 -1.640 -0.0008
O -8.177 0.107 1.517 0.0011
S -7.746 0.476 0.150 0.0000
O -8.241 1.689 -0.497 0.0043
O -6.026 0.507 0.114 -0.0002
C -5.450 -0.531 0.859 0.0000
C -3.952 -0.105 1.023 0.0000
C -8.066 -0.875 -1.129 0.0000
H -5.513 -1.452 0.279 0.0000
H -5.903 -0.682 1.839 0.0000
H -3.437 -0.265 0.075 0.0000
H -3.494 -0.820 1.707 0.0000
H -3.892 0.955 1.272 0.0000
H -7.595 -0.679 -2.092 0.0000
H -9.124 -1.033 -1.342 0.0000
H -7.573 -1.766 -0.740 0.0000
O 2.598 -0.147 5.950 0.0000
S 1.637 -0.715 4.996 0.0000
O 1.435 -0.148 3.627 0.0000
O 1.896 -2.375 4.809 0.0000
C 2.142 -3.251 5.908 0.0000
C 2.907 -4.439 5.189 0.0000
C -0.016 -0.707 5.760 0.0000
H 1.147 -3.580 6.206 0.0000
H 2.613 -2.727 6.739 0.0000
H 3.952 -4.254 4.937 0.0000
H 2.385 -4.891 4.346 0.0000
H 2.886 -5.272 5.892 0.0000
H 0.017 -1.360 6.632 0.0000
H -0.720 -0.966 4.969 0.0000
H -0.164 0.308 6.127 0.0000
O 7.663 3.548 -4.042 0.0000
S 8.331 3.216 -2.788 0.0000
O 8.407 4.280 -1.779 0.0000
O 7.616 1.885 -2.134 0.0000
C 6.847 1.109 -2.991 0.0000
C 5.784 0.398 -2.109 0.0000
C 9.966 2.469 -3.161 0.0000
H 7.448 0.475 -3.643 0.0000
H 6.270 1.623 -3.760 0.0000
H 5.362 1.059 -1.352 0.0000
H 6.272 -0.450 -1.628 0.0000
H 5.032 -0.003 -2.789 0.0000
H 9.879 1.740 -3.967 0.0000
H 10.254 1.926 -2.261 0.0000
H 10.677 3.219 -3.508 0.0000
O -1.675 -7.598 2.152 0.0000
S -0.352 -7.064 1.877 0.0000
O 0.154 -6.730 0.553 0.0000
O -0.209 -5.747 2.815 0.0000
C -1.142 -4.697 2.631 0.0000
C -0.450 -3.415 2.943 0.0000
C 0.812 -8.221 2.679 0.0000
H -2.011 -4.943 3.240 0.0000
H -1.495 -4.634 1.602 0.0000
H -1.099 -2.541 2.894 0.0000
H 0.372 -3.135 2.285 0.0000
H 0.033 -3.393 3.920 0.0000
H 0.857 -9.096 2.030 0.0000
H 0.575 -8.462 3.716 0.0000
H 1.800 -7.761 2.696 0.0000
O 0.303 6.002 3.196 0.0000
S 0.165 4.808 2.363 0.0000
O 1.177 3.714 2.387 0.0000
O -1.297 4.137 2.675 0.0000
C -2.516 4.877 2.669 0.0000
C -3.042 4.908 4.132 0.0000
C -0.069 5.303 0.674 0.0000
H -3.264 4.384 2.049 0.0000
H -2.322 5.875 2.278 0.0000
H -3.561 4.015 4.482 0.0000
H -3.615 5.769 4.475 0.0000
H -2.161 4.935 4.774 0.0000
H 0.875 5.459 0.152 0.0000
H -0.829 6.083 0.629 0.0000
H -0.580 4.441 0.246 0.0000
```

HOMO energy (spin up / spin down) in Eh: -0.4329 / -0.4329
Molecular weight in g mol⁻¹: 1361.1
Kohn-Sham gap (spin up / spin down) in eV: 9.35 / 2.14
2S+1: 2
Charge: +1

---

The following is a quantum chemistry calculation of 3 unconnected molecules or ions with the total composition C9H24O9P2, from the Open Molecules 2025 dataset.

```
44
Properties=species:S:1:pos:R:3:nbo_charge:R:1
C -0.982 -1.826 -2.390 -0.2676
O -1.682 -1.743 -1.027 -0.8322
P -2.622 -0.570 -0.734 2.5860
O -3.191 0.041 -1.914 -1.1133
O -3.798 -1.391 -0.009 -0.8438
C -4.991 -0.701 0.473 -0.2616
O -2.143 0.448 0.457 -0.7750
C -1.389 0.050 1.466 -0.2246
H -0.653 -0.878 -2.980 0.2217
H -1.645 -2.070 -3.224 0.2081
H -0.099 -2.345 -2.450 0.1969
H -5.574 -1.636 0.458 0.2063
H -5.356 0.017 -0.347 0.2080
H -4.750 -0.299 1.411 0.1816
H -0.586 -0.372 1.210 0.1652
H -1.928 -0.666 2.020 0.1651
H -1.232 1.022 1.952 0.1792
C 1.051 3.018 0.509 -0.2456
O 2.030 2.118 -0.044 -0.8183
P 1.609 1.348 -1.378 2.5732
O 0.213 0.929 -1.342 -1.1753
O 1.737 2.354 -2.682 -0.8284
C 0.872 2.245 -3.869 -0.2232
O 2.544 0.019 -1.538 -0.8008
C 2.400 -0.952 -0.523 -0.2535
H 0.546 3.761 -0.185 0.1991
H 1.849 3.517 1.106 0.2095
H 0.346 2.423 0.911 0.1901
H 0.110 3.090 -3.638 0.1833
H 0.329 1.361 -3.952 0.2066
H 1.389 2.664 -4.633 0.1923
H 3.140 -1.564 -0.626 0.1957
H 1.374 -1.463 -0.335 0.2108
H 2.822 -0.392 0.283 0.1745
C 3.003 -0.478 2.898 -0.7198
C 1.944 -1.489 2.286 0.6076
C 0.488 -1.604 2.741 -0.7361
O 2.328 -2.260 1.413 -0.5694
H 2.701 0.013 3.833 0.2171
H 3.431 0.214 2.339 0.2282
H 3.900 -1.090 3.301 0.2433
H -0.072 -2.526 2.199 0.2636
H 0.181 -0.600 2.701 0.2326
H 0.356 -1.737 3.856 0.2433
```

HOMO energy in Eh: -0.3653
Molecular weight in g mol⁻¹: 338.2
Kohn-Sham gap in eV: 10.44
Structure (SMILES): COP(=O)(OC)OC.COP(=O)(OC)OC.CC(C)=O

---

The following is a quantum chemistry calculation of 2 unconnected molecules or ions with the total composition C2H4N5, from the Open Molecules 2025 dataset.

```
11
Properties=species:S:1:pos:R:3:nbo_charge:R:1
C 0.052 -1.597 -0.385 0.3342
C -1.057 0.357 0.396 -0.5453
N 1.952 -0.211 -0.175 -0.1374
N 0.286 -2.647 -0.010 -0.4660
N 1.645 0.867 0.126 0.0249
N 1.359 1.978 0.406 -0.2163
N -0.662 -0.485 -0.675 -0.8145
H -2.025 0.057 0.819 0.1916
H -0.259 0.477 1.098 0.1838
H -1.059 1.321 -0.100 0.1742
H -0.232 -0.116 -1.501 0.2708
```

HOMO energy (spin up / spin down) in Eh: 0.0367 / -0.1975
Molecular weight in g mol⁻¹: 98.1
Kohn-Sham gap (spin up / spin down) in eV: 3.72 / 7.28
2S+1: 3
Charge: -1

---

Which E belongs to each record? In order, -1226.0108 -9678.6856 -1717.1265 -352.1829 Ha.
Which energy relative to the best compared isomer or geometry (same formula, charge and spin) belongs to each record? In order, 0.0000 8.5587 6.6379 0.2135 eV.